Entry one
This record from the OMol25 dataset describes 2 unconnected molecules or ions with the total composition C2H7OS. The level of theory is the ωB97M-V functional and the def2-TZVPD basis.

For the HOMO energy, the calculation gives -2.15 eV. The value obtained for the orbital gap is 0.2091 Eh.

Structure (ORCA input):
```
! wB97M-V def2-TZVPD RIJCOSX def2/J DEFGRID3
* xyz -1 1
C -1.0164 1.1879 -0.9540
S -0.4039 2.7295 -0.0699
H -2.1071 1.2616 -0.9192
H -0.6657 1.2482 -1.9739
H -0.5165 0.4084 -0.3545
H 0.9129 2.5308 -0.0212
C 0.7210 -1.9221 0.8322
O 0.7631 -1.1451 -0.3155
H 1.7094 -1.6987 1.3107
H -0.0512 -1.5791 1.5809
H 0.6543 -3.0214 0.8843
*
```

Here are the Mulliken charges for atoms 1 to 6, given in e:
1. C -0.322
2. S -0.312
3. H 0.263
4. H 0.193
5. H 0.024
6. H 0.111

Entry two
This record from the OMol25 dataset describes 2 unconnected molecules or ions with the total composition C2H7OS. The level of theory is the ωB97M-V functional and the def2-TZVPD basis.

For the HOMO energy, the calculation gives -1.62 eV. The value obtained for the orbital gap is 0.2043 Eh.

Structure (ORCA input):
```
! wB97M-V def2-TZVPD RIJCOSX def2/J DEFGRID3
* xyz -1 1
O 0.7326 -0.0544 2.7387
H 0.5292 -0.2448 1.7969
C -0.0685 -1.4855 -1.2482
S -0.7074 -0.1080 -0.4855
C 0.4032 1.4169 -0.8436
H -0.1214 -1.5841 -2.3329
H 0.7645 -2.0119 -0.7689
H -0.1491 0.1830 3.0551
H 1.3873 0.9859 -0.8888
H -0.0469 1.9566 -1.6781
H 0.3232 2.0599 0.0470
*
```

Here are the Mulliken charges for atoms 1 to 6, given in e:
1. O -0.692
2. H 0.294
3. C -0.756
4. S -0.472
5. C -0.768
6. H 0.185

Entry three
This record from the OMol25 dataset describes 2 unconnected molecules or ions with the total composition C2H7OS. The level of theory is the ωB97M-V functional and the def2-TZVPD basis.

For the HOMO energy, the calculation gives -2.62 eV. The value obtained for the orbital gap is 0.2548 Eh.

Structure (ORCA input):
```
! wB97M-V def2-TZVPD RIJCOSX def2/J DEFGRID3
* xyz -1 1
O -1.8222 -0.5915 1.8025
H -1.4750 0.2552 2.0089
C 0.2311 -0.4641 -1.1165
C 0.8175 0.7886 -0.5353
S 0.8578 0.7114 1.3403
H 0.2026 -0.3666 -2.3246
H -0.8343 -0.6254 -0.8073
H 0.8016 -1.4083 -0.8744
H 1.8614 1.1006 -0.8628
H 0.1601 1.6016 -0.7722
H -0.8004 -1.0016 2.1414
*
```

Here are the Mulliken charges for atoms 1 to 6, given in e:
1. O -0.685
2. H 0.286
3. C -0.877
4. C -0.383
5. S -0.799
6. H 0.257

Entry four
This record from the OMol25 dataset describes 2 unconnected molecules or ions with the total composition C2H7OS. The level of theory is the ωB97M-V functional and the def2-TZVPD basis.

For the HOMO energy, the calculation gives -1.71 eV. The value obtained for the orbital gap is 0.2146 Eh.

Structure (ORCA input):
```
! wB97M-V def2-TZVPD RIJCOSX def2/J DEFGRID3
* xyz -1 1
O 1.5766 -2.3255 1.0489
H 2.1802 -2.0284 0.3513
C 0.4976 -0.0346 -1.1869
S -0.7406 -0.3304 -0.0800
C -1.4265 1.3273 0.4835
H 0.2530 0.1269 -2.2272
H 1.5276 0.1469 -0.9012
H 0.7967 -1.7924 0.7800
H -0.6070 1.9363 0.8743
H -2.1972 1.1898 1.2576
H -1.8603 1.7840 -0.4003
*
```

Here are the Mulliken charges for atoms 1 to 6, given in e:
1. O -0.674
2. H 0.325
3. C -0.825
4. S -0.466
5. C -0.753
6. H 0.184

Most favorable structure: entry three. The second most favorable one is 0.828 eV above it.